Formula: C33H78NO6
Source: the Open Molecules 2025 dataset
Level of theory: ωB97M-V with the def2-TZVPD basis set

## Properties
max |F|	3.2	eV/Å
calculated total energy	-49246.7962	eV
Kohn-Sham gap	8.91	eV
energy relative to the best compared isomer or geometry (same formula, charge and spin)	622.5	kJ/mol
multiplicity	1
charge	+1

Last column: Löwdin charge in e.
Atoms and positions in Å:
C (5.801, -2.443, -1.408)  -0.123
O (5.703, -1.874, -2.780)  -0.276
C (5.215, -0.464, -2.703)  -0.200
C (3.564, -0.533, -2.959)  -0.167
C (2.783, 0.821, -2.434)  -0.204
C (2.290, 0.704, -0.855)  -0.194
C (1.123, 1.851, -0.532)  -0.192
C (-0.322, 1.155, -0.059)  -0.173
C (-1.243, 1.078, -1.412)  -0.144
N (-2.535, 0.253, -1.232)  -0.145
C (-3.265, 0.381, -2.577)  -0.129
C (-4.604, -0.556, -2.699)  -0.153
C (-4.078, -2.129, -2.486)  -0.178
C (-3.570, -2.176, -0.892)  -0.145
C (-2.272, -1.177, -0.813)  -0.135
H (5.680, -3.622, -1.430)  0.105
H (5.010, -2.004, -0.659)  0.088
H (6.923, -2.230, -1.064)  0.112
H (5.755, 0.103, -3.603)  0.143
H (5.453, 0.028, -1.668)  0.115
H (3.423, -0.558, -4.138)  0.119
H (3.099, -1.541, -2.561)  0.119
H (1.782, 0.918, -3.070)  0.103
H (3.386, 1.818, -2.628)  0.107
H (3.157, 0.911, -0.087)  0.116
H (1.771, -0.355, -0.694)  0.109
H (0.892, 2.424, -1.542)  0.110
H (1.456, 2.626, 0.288)  0.119
H (-0.142, 0.127, 0.479)  0.102
H (-0.777, 1.927, 0.729)  0.128
H (-0.603, 0.622, -2.306)  0.150
H (-1.601, 2.146, -1.771)  0.155
H (-3.124, 0.706, -0.474)  0.207
H (-2.455, 0.172, -3.399)  0.152
H (-3.579, 1.524, -2.654)  0.143
H (-5.118, -0.433, -3.768)  0.140
H (-5.406, -0.371, -1.855)  0.123
H (-3.156, -2.237, -3.237)  0.123
H (-4.923, -2.918, -2.687)  0.123
H (-3.367, -3.281, -0.563)  0.117
H (-4.497, -1.789, -0.270)  0.120
H (-1.868, -1.236, 0.308)  0.136
H (-1.468, -1.619, -1.574)  0.166
C (5.952, 3.542, -1.796)  -0.080
C (5.634, 3.745, -3.268)  -0.282
O (4.953, 4.967, -3.539)  -0.165
C (5.637, 6.167, -3.183)  -0.276
C (6.969, 6.336, -3.894)  -0.080
H (5.032, 3.573, -1.197)  0.077
H (6.441, 2.575, -1.641)  0.070
H (6.617, 4.317, -1.412)  0.069
H (4.972, 2.937, -3.599)  0.093
H (6.537, 3.671, -3.881)  0.109
H (5.758, 6.223, -2.096)  0.105
H (4.980, 6.998, -3.463)  0.120
H (7.670, 5.536, -3.645)  0.066
H (7.432, 7.287, -3.613)  0.081
H (6.828, 6.322, -4.980)  0.085
C (-2.292, -1.401, 4.211)  -0.064
C (-3.135, -0.444, 3.383)  -0.279
O (-4.107, -1.100, 2.572)  -0.197
C (-5.080, -1.885, 3.258)  -0.274
C (-5.918, -1.086, 4.241)  -0.075
H (-1.780, -2.122, 3.561)  0.066
H (-1.541, -0.849, 4.786)  0.084
H (-2.898, -1.973, 4.917)  0.075
H (-2.476, 0.104, 2.702)  0.098
H (-3.616, 0.307, 4.017)  0.108
H (-4.598, -2.737, 3.749)  0.110
H (-5.741, -2.306, 2.491)  0.117
H (-5.309, -0.647, 5.036)  0.069
H (-6.670, -1.727, 4.710)  0.084
H (-6.428, -0.263, 3.729)  0.084
C (0.837, -6.304, 3.288)  -0.068
C (-0.627, -5.972, 3.530)  -0.266
O (-1.020, -4.712, 2.991)  -0.177
C (-0.877, -4.553, 1.582)  -0.282
C (-1.687, -5.554, 0.775)  -0.082
H (1.482, -5.523, 3.710)  0.074
H (1.093, -7.262, 3.752)  0.084
H (1.067, -6.376, 2.223)  0.067
H (-0.800, -5.919, 4.610)  0.123
H (-1.279, -6.765, 3.153)  0.107
H (0.182, -4.585, 1.305)  0.102
H (-1.227, -3.542, 1.343)  0.094
H (-1.375, -6.583, 0.968)  0.072
H (-1.570, -5.363, -0.296)  0.074
H (-2.749, -5.481, 1.030)  0.082
C (-6.121, 6.828, -3.312)  -0.077
C (-6.377, 5.370, -3.655)  -0.273
O (-5.329, 4.496, -3.242)  -0.172
C (-5.047, 4.460, -1.845)  -0.285
C (-6.231, 4.019, -1.001)  -0.079
H (-5.180, 7.169, -3.763)  0.086
H (-6.937, 7.457, -3.682)  0.083
H (-6.040, 6.986, -2.235)  0.065
H (-6.455, 5.274, -4.743)  0.121
H (-7.334, 5.031, -3.248)  0.106
H (-4.664, 5.430, -1.512)  0.109
H (-4.230, 3.742, -1.708)  0.090
H (-7.077, 4.704, -1.093)  0.072
H (-5.950, 3.972, 0.055)  0.078
H (-6.577, 3.028, -1.315)  0.077
C (2.696, -2.183, 2.695)  -0.080
C (2.557, -2.361, 4.198)  -0.274
O (3.369, -3.407, 4.724)  -0.166
C (4.777, -3.272, 4.539)  -0.273
C (5.353, -2.020, 5.177)  -0.080
H (2.449, -3.117, 2.174)  0.075
H (2.027, -1.393, 2.340)  0.064
H (3.714, -1.912, 2.409)  0.062
H (1.519, -2.624, 4.425)  0.114
H (2.759, -1.424, 4.726)  0.106
H (5.023, -3.323, 3.473)  0.104
H (5.240, -4.150, 5.004)  0.122
H (4.930, -1.109, 4.745)  0.063
H (6.437, -1.986, 5.037)  0.080
H (5.137, -2.003, 6.251)  0.085

---

Formula: C33H80F3Na2O19S
Source: the Open Molecules 2025 dataset
Level of theory: ωB97M-V with the def2-TZVPD basis set

## Properties
max |F|	2.0	eV/Å
calculated total energy	-102228.9445	eV
Kohn-Sham gap	7.60	eV
energy relative to the best compared isomer or geometry (same formula, charge and spin)	0.0	kJ/mol
multiplicity	1
charge	+1

Last column: Löwdin charge in e.
Atoms and positions in Å:
Na (-4.040, -2.846, 0.426)  0.674
Na (0.986, -4.241, 1.815)  0.656
C (-0.088, -0.079, -0.592)  -0.633
F (0.947, 0.576, -0.090)  0.150
F (-1.012, 0.741, -1.098)  0.130
F (0.305, -0.922, -1.559)  0.120
S (-0.896, -1.083, 0.783)  0.522
O (-1.229, -0.180, 1.866)  -0.285
O (-2.063, -1.676, 0.136)  -0.348
O (0.143, -2.059, 1.109)  -0.330
C (1.766, 5.472, -3.029)  -0.112
O (1.288, 4.224, -3.451)  -0.154
C (1.293, 3.258, -2.441)  -0.218
C (2.593, 2.474, -2.323)  -0.205
O (3.733, 3.267, -2.069)  -0.175
C (4.918, 2.581, -2.343)  -0.126
H (2.656, 5.404, -2.397)  0.083
H (1.046, 6.042, -2.425)  0.089
H (1.997, 6.125, -3.868)  0.089
H (0.559, 2.481, -2.684)  0.110
H (0.892, 3.633, -1.491)  0.123
H (2.757, 1.987, -3.295)  0.129
H (2.460, 1.637, -1.629)  0.107
H (5.753, 3.052, -1.818)  0.088
H (5.220, 2.682, -3.395)  0.093
H (4.921, 1.518, -2.083)  0.085
C (-3.937, 4.651, 3.164)  -0.126
O (-3.036, 4.281, 2.158)  -0.164
C (-1.991, 3.457, 2.637)  -0.206
C (-1.072, 3.127, 1.473)  -0.229
O (-0.269, 4.179, 1.030)  -0.158
C (0.992, 4.197, 1.660)  -0.099
H (-4.677, 5.333, 2.744)  0.087
H (-3.497, 5.179, 4.018)  0.089
H (-4.480, 3.784, 3.561)  0.085
H (-2.344, 2.537, 3.118)  0.116
H (-1.424, 3.938, 3.446)  0.127
H (-1.698, 2.809, 0.635)  0.118
H (-0.611, 2.176, 1.772)  0.096
H (0.871, 4.210, 2.748)  0.087
H (1.631, 5.003, 1.313)  0.091
H (1.575, 3.282, 1.481)  0.078
C (4.367, -3.465, 1.666)  -0.080
O (3.143, -3.640, 0.959)  -0.253
C (3.315, -3.962, -0.447)  -0.136
C (1.973, -3.880, -1.166)  -0.180
O (0.934, -4.690, -0.646)  -0.193
C (-0.277, -4.503, -1.355)  -0.076
H (4.875, -4.429, 1.770)  0.097
H (4.037, -3.124, 2.647)  0.073
H (5.103, -2.763, 1.272)  0.103
H (3.847, -4.915, -0.486)  0.133
H (3.976, -3.200, -0.863)  0.135
H (2.175, -4.137, -2.212)  0.133
H (1.717, -2.818, -1.187)  0.119
H (-1.095, -5.144, -1.020)  0.091
H (-0.187, -4.896, -2.376)  0.099
H (-0.566, -3.456, -1.395)  0.077
C (-4.870, -5.641, -1.251)  -0.092
O (-4.341, -4.366, -1.570)  -0.223
C (-4.885, -3.895, -2.799)  -0.171
C (-4.527, -2.430, -3.095)  -0.184
O (-4.459, -1.721, -1.883)  -0.209
C (-4.062, -0.363, -2.117)  -0.070
H (-4.665, -6.407, -2.007)  0.099
H (-5.961, -5.616, -1.180)  0.098
H (-4.401, -5.979, -0.329)  0.090
H (-5.977, -3.991, -2.778)  0.129
H (-4.549, -4.541, -3.615)  0.134
H (-5.194, -2.008, -3.851)  0.138
H (-3.541, -2.438, -3.580)  0.122
H (-4.795, 0.185, -2.712)  0.090
H (-3.054, -0.272, -2.514)  0.091
H (-4.160, 0.135, -1.151)  0.099
C (-2.553, 3.324, -2.518)  -0.094
O (-3.538, 2.513, -3.114)  -0.183
C (-4.618, 3.266, -3.609)  -0.208
C (-4.383, 3.989, -4.948)  -0.202
O (-4.306, 2.994, -5.960)  -0.188
C (-3.462, 3.382, -7.038)  -0.106
H (-1.749, 2.701, -2.112)  0.057
H (-2.892, 3.852, -1.621)  0.099
H (-2.044, 3.968, -3.238)  0.093
H (-4.958, 4.055, -2.925)  0.126
H (-5.439, 2.565, -3.765)  0.122
H (-3.518, 4.652, -4.912)  0.118
H (-5.330, 4.530, -5.083)  0.127
H (-2.428, 3.499, -6.702)  0.088
H (-3.861, 4.192, -7.647)  0.089
H (-3.407, 2.490, -7.673)  0.085
C (0.740, 2.775, 9.971)  -0.107
O (0.022, 2.699, 8.760)  -0.174
C (-0.167, 1.370, 8.360)  -0.228
C (-0.730, 1.365, 6.943)  -0.195
O (-0.825, 0.039, 6.463)  -0.186
C (-1.016, 0.013, 5.061)  -0.133
H (0.250, 2.115, 10.706)  0.088
H (0.746, 3.798, 10.325)  0.090
H (1.731, 2.307, 9.904)  0.089
H (-0.836, 0.804, 9.021)  0.131
H (0.772, 0.807, 8.431)  0.113
H (-0.043, 1.935, 6.310)  0.130
H (-1.725, 1.819, 6.953)  0.132
H (-1.144, -1.032, 4.789)  0.084
H (-0.246, 0.505, 4.465)  0.078
H (-1.974, 0.505, 4.857)  0.087
C (2.592, -0.110, 2.784)  -0.091
O (2.861, -0.106, 4.162)  -0.145
C (2.236, -1.100, 4.927)  -0.210
C (2.813, -1.065, 6.353)  -0.185
O (4.167, -0.697, 6.414)  -0.173
C (5.067, -1.658, 5.918)  -0.102
H (3.130, 0.716, 2.322)  0.096
H (1.548, 0.162, 2.571)  0.067
H (2.723, -1.044, 2.229)  0.073
H (2.504, -2.113, 4.571)  0.105
H (1.148, -1.131, 4.915)  0.093
H (2.669, -1.993, 6.917)  0.130
H (2.315, -0.259, 6.898)  0.114
H (4.844, -1.877, 4.874)  0.073
H (5.108, -2.548, 6.563)  0.091
H (6.080, -1.279, 6.061)  0.093
C (4.751, -4.052, -4.786)  -0.100
O (3.624, -3.345, -5.274)  -0.171
C (2.672, -4.206, -5.822)  -0.235
C (1.330, -3.510, -6.017)  -0.193
O (0.905, -3.073, -4.731)  -0.215
C (-0.199, -2.176, -4.761)  -0.088
H (4.423, -4.901, -4.178)  0.081
H (5.356, -3.399, -4.164)  0.086
H (5.335, -4.428, -5.631)  0.091
H (2.419, -5.073, -5.195)  0.122
H (3.035, -4.603, -6.778)  0.132
H (0.613, -4.279, -6.325)  0.127
H (1.355, -2.675, -6.719)  0.128
H (-1.097, -2.663, -5.149)  0.085
H (0.026, -1.326, -5.412)  0.093
H (-0.252, -1.825, -3.735)  0.066